Record 1
Here is a gas-phase ion, C5H13N2O (charge +1) in a non-equilibrium geometry from OMol25. Energies are from ωB97M-V/def2-TZVPD.

Energy above the lowest of the compared OMol25 structures with the same formula, charge and spin: 109.90 kJ/mol
Lowest unoccupied orbital energy: -2.85 eV
HOMO-LUMO gap: 11.5 eV
HOMO: -14.4 eV
Net charge: +1
SMILES string: N/C=[NH+]\CCCCO

Bonds (Å) are listed after each position.
Positions of all 21 atoms, in Å:
1 H 0.699 -2.841 0.270  C9 1.085
2 H 1.363 -0.055 -0.164  C3 1.099
3 C 0.635 -0.001 -0.985  H2 1.099, C6 1.528, H17 1.088, C18 1.535
4 H -0.096 1.663 -2.087  C18 1.084
5 H 0.490 -1.870 -1.862  C6 1.067
6 C -0.079 -1.344 -1.128  C3 1.528, H5 1.067, C9 1.499, H20 1.093
7 H 0.425 2.859 1.842  C8 1.048
8 C 0.248 2.038 1.215  H7 1.048, N10 1.307, N14 1.312
9 C -0.214 -2.320 0.001  H1 1.085, C6 1.499, O15 1.460, H21 1.082
10 N -0.121 0.936 1.813  C8 1.307, H11 1.011, H19 1.020
11 H -0.294 0.915 2.809  N10 1.011
12 H -0.939 -2.057 1.886  O15 0.960
13 H -1.271 1.078 -0.978  C18 1.091
14 N 0.212 2.255 -0.079  C8 1.312, H16 1.000, C18 1.457
15 O -0.468 -1.554 1.217  C9 1.460, H12 0.960
16 H 0.546 3.166 -0.321  N14 1.000
17 H 1.408 0.061 -1.750  C3 1.088
18 C -0.204 1.280 -1.078  C3 1.535, H4 1.084, H13 1.091, N14 1.457
19 H -0.308 0.082 1.286  N10 1.020
20 H -1.010 -1.281 -1.698  C6 1.093
21 H -1.021 -3.009 -0.211  C9 1.082


Record 2
Here is a gas-phase ion, C7H12N3 (charge +1) in a non-equilibrium geometry from OMol25. Energies are from ωB97M-V/def2-TZVPD.

Energy above the lowest of the compared OMol25 structures with the same formula, charge and spin: 495.18 kJ/mol
Lowest unoccupied orbital energy: -3.05 eV
HOMO-LUMO gap: 10.3 eV
HOMO: -13.4 eV
Net charge: +1
SMILES string: C[N@@H+]1[C@H]2C=C[C@@H]3N(N2)[C@@]31C

Bonds (Å) are listed after each position.
Positions of all 22 atoms, in Å:
1 H 1.034 2.479 0.175  C7 1.117
2 C -1.527 -1.400 0.173  N4 1.508, H12 1.183, H18 1.023, H22 1.151
3 C -1.704 1.550 -0.147  H8 1.068, H10 1.021, C16 1.502, H19 1.125
4 N -0.433 -0.607 -0.496  C2 1.508, C16 1.491, H17 0.977, C20 1.536
5 H 1.646 -0.333 1.947  N11 0.997
6 C 2.059 0.563 -0.783  C7 1.523, H9 1.163, C14 1.360
7 C 1.011 1.384 -0.042  H1 1.117, C6 1.523, N15 1.485, C16 1.521
8 H -2.509 0.850 -0.191  C3 1.068
9 H 2.843 1.197 -1.363  C6 1.163
10 H -1.640 2.130 -0.984  C3 1.021
11 N 0.817 -0.540 1.433  H5 0.997, N15 1.391, C20 1.466
12 H -2.542 -0.978 -0.263  C2 1.183
13 H 0.907 -2.340 0.380  C20 1.135
14 C 2.014 -0.790 -0.650  C6 1.360, C20 1.504, H21 1.045
15 N 0.432 0.773 1.182  C7 1.485, N11 1.391, C16 1.482
16 C -0.399 0.815 -0.044  C3 1.502, N4 1.491, C7 1.521, N15 1.482
17 H -0.562 -0.614 -1.465  N4 0.977
18 H -1.518 -2.376 -0.133  C2 1.023
19 H -1.823 2.176 0.780  C3 1.125
20 C 0.815 -1.235 0.142  N4 1.536, N11 1.466, H13 1.135, C14 1.504
21 H 2.614 -1.596 -0.938  C14 1.045
22 H -1.537 -1.108 1.287  C2 1.151


Record 3
Here is 2 unconnected molecules or ions with the total composition C4H6N2 in a non-equilibrium geometry from OMol25. Energies are from ωB97M-V/def2-TZVPD.

Energy above the lowest of the compared OMol25 structures with the same formula, charge and spin: 447.61 kJ/mol
Lowest unoccupied orbital energy: 0.34 eV
HOMO-LUMO gap: 9.3 eV
HOMO: -9.0 eV
Net charge: 0
SMILES string: CC1=C(C#N)N1.[H][H]

Bonds (Å) are listed after each position.
Positions of all 12 atoms, in Å:
1 C -0.342 -1.502 -2.117  C6 1.398, N12 1.160
2 H 1.292 1.968 0.215  C11 1.096
3 H -1.021 -0.663 2.784  H5 0.747
4 C 0.200 0.223 -0.221  C6 1.282, N8 1.481, C11 1.468
5 H -1.308 -0.610 2.096  H3 0.747
6 C -0.335 -0.566 -1.079  C1 1.398, C4 1.282, N8 1.515
7 H 2.263 0.475 0.165  C11 1.092
8 N -1.280 0.196 -0.172  C4 1.481, C6 1.515, H9 1.029
9 H -1.633 1.014 -0.688  N8 1.029
10 H 1.185 0.814 1.553  C11 1.094
11 C 1.304 0.902 0.468  H2 1.096, C4 1.468, H7 1.092, H10 1.094
12 N -0.328 -2.250 -3.004  C1 1.160


- Look up the energy above the lowest of the compared OMol25 structures with the same formula, charge and spin of the third one.
  447.61 kJ/mol